{
  "formula": "C31H34F2NO3",
  "method": "ωB97M-V/def2-TZVPD",
  "symbols": ["C", "C", "C", "C", "C", "C", "C", "C", "C", "C", "C", "F", "C", "C", "F", "C", "C", "C", "C", "C", "C", "C", "C", "O", "H", "H", "H", "H", "H", "H", "H", "H", "H", "H", "H", "H", "H", "H", "H", "H", "H", "H", "H", "H", "H", "H", "H", "H", "C", "C", "C", "C", "C", "C", "C", "O", "C", "O", "N", "C", "C", "H", "H", "H", "H", "H", "H", "H", "H", "H", "H"],
  "positions_angstrom": [[-0.1714, 5.9236, 2.7040], [0.2636, 5.2240, 1.4100], [0.0382, 6.2129, 0.2661], [1.7573, 4.8674, 1.4672], [-0.5356, 3.9210, 1.1912], [-1.1647, 3.6473, 0.0060], [-1.8841, 2.4289, -0.2156], [-2.4831, 2.1055, -1.4551], [-3.5874, 1.2155, -1.5975], [-4.4733, 0.9517, -0.5070], [-5.4558, -0.0224, -0.6267], [-6.1547, -0.4002, 0.5010], [-5.7332, -0.6806, -1.8244], [-4.9341, -0.3178, -2.9165], [-5.2155, -0.8988, -4.1325], [-3.8833, 0.5853, -2.8382], [-1.9076, 1.4938, 0.8600], [-1.2923, 1.6648, 2.0610], [-1.2720, 0.5451, 3.1264], [0.1432, -0.0390, 3.2082], [-2.2001, -0.6162, 2.7579], [-1.7133, 1.0716, 4.4982], [-0.5371, 2.9079, 2.2735], [0.1298, 3.0707, 3.3237], [-0.0250, 5.2760, 3.5714], [0.4133, 6.8418, 2.8359], [-1.2336, 6.1913, 2.6390], [0.3649, 5.7992, -0.6946], [-1.0238, 6.4841, 0.2081], [0.6091, 7.1345, 0.4411], [2.0520, 4.3450, 0.5461], [2.3685, 5.7737, 1.5570], [1.9561, 4.2113, 2.3212], [-1.1522, 4.3539, -0.8298], [-2.1225, 2.6155, -2.3488], [-4.3601, 1.4906, 0.4320], [-6.5135, -1.4308, -1.9042], [-3.2507, 0.8161, -3.6930], [-2.3498, 0.5324, 0.6459], [0.8596, 0.7271, 3.5155], [0.1560, -0.8617, 3.9325], [0.4310, -0.4326, 2.2242], [-3.2399, -0.2806, 2.6582], [-1.8827, -1.0962, 1.8233], [-2.1646, -1.3677, 3.5578], [-2.7409, 1.4524, 4.4423], [-1.6843, 0.2440, 5.2172], [-1.0505, 1.8689, 4.8450], [5.2300, 1.6044, -0.6028], [3.8860, 1.9705, -0.7868], [3.0423, 1.1410, -1.5388], [3.5317, -0.0373, -2.1148], [2.5666, -0.9612, -2.8373], [1.4373, -1.5014, -1.9535], [0.5045, -2.4760, -2.6673], [-0.7830, -2.2407, -2.1110], [-0.6884, -1.1469, -1.2729], [-1.6760, -0.8857, -0.5717], [0.5236, -0.5292, -1.4031], [4.8908, -0.3667, -1.9757], [5.7361, 0.4408, -1.2033], [5.8849, 2.2293, 0.0059], [3.4803, 2.8951, -0.3605], [1.9850, 1.3805, -1.6730], [2.0870, -0.4316, -3.6796], [3.1074, -1.8333, -3.2262], [1.9486, -2.0456, -1.1175], [0.4765, -2.2887, -3.7483], [0.7873, -3.5184, -2.4824], [5.2762, -1.2590, -2.4784], [6.7890, 0.1631, -1.0819]],
  "atomic_forces_ev_per_a": [[-0.075, -0.064, 0.156], [-0.144, -0.250, -0.082], [-0.038, 0.054, -0.102], [0.089, -0.193, 0.025], [-0.225, 0.475, -1.028], [1.002, 0.569, 0.321], [-0.875, -0.606, -2.084], [1.418, 1.584, 2.191], [-1.944, -1.678, -0.085], [0.381, -0.067, -0.363], [0.107, -0.250, 0.139], [0.379, 0.513, -0.990], [0.554, 0.442, -0.055], [-0.128, -0.070, -0.162], [0.230, 0.369, 0.867], [0.128, 0.277, 0.637], [-0.251, -0.827, 1.480], [-0.441, -0.165, -0.539], [0.007, 0.115, -0.227], [0.183, 0.127, -0.127], [-0.054, -0.028, -0.229], [0.106, 0.181, 0.015], [0.785, -0.312, 1.440], [-0.750, 0.046, -1.448], [-0.015, 0.168, -0.163], [-0.092, -0.070, -0.005], [0.142, 0.023, 0.059], [-0.078, 0.114, 0.093], [0.170, -0.032, -0.137], [-0.068, -0.209, 0.043], [-0.050, 0.131, 0.212], [-0.098, -0.068, 0.020], [0.020, 0.146, -0.209], [0.070, -0.145, 0.401], [-0.200, 0.129, 0.178], [-0.033, -0.260, -0.221], [0.165, 0.152, -0.006], [-0.242, -0.279, 0.049], [0.068, 0.190, 0.026], [-0.019, -0.149, -0.025], [0.051, 0.083, -0.043], [0.016, 0.072, 0.197], [0.088, -0.078, -0.043], [-0.174, 0.093, 0.145], [0.002, 0.154, -0.110], [0.122, -0.043, 0.076], [-0.060, 0.116, -0.041], [-0.183, -0.149, -0.020], [-0.152, -0.117, -0.139], [0.116, -0.450, -0.337], [0.298, 0.327, 0.170], [0.023, -0.252, -0.004], [-0.271, 0.251, -0.174], [-0.095, -0.060, 0.754], [-0.018, -0.300, -0.256], [0.063, -1.115, -0.186], [1.650, 1.393, -0.022], [0.488, -0.201, -0.728], [-1.524, -0.260, 0.855], [-0.291, 0.335, 0.214], [-0.290, 0.186, -0.088], [-0.140, -0.142, -0.165], [0.288, -0.424, -0.068], [0.335, -0.121, 0.158], [0.229, -0.128, 0.142], [0.047, 0.172, -0.119], [-0.142, 0.157, -0.286], [-0.047, -0.011, -0.016], [-0.112, 0.041, -0.181], [-0.105, 0.231, 0.262], [-0.400, 0.159, -0.008]],
  "mulliken_charge": [-1.805, 2.090, -2.071, -1.671, -0.174, -0.460, 0.786, -0.779, 0.938, -0.559, 0.443, -0.345, -0.825, 0.409, -0.346, -0.751, -0.606, -1.296, 2.206, -1.625, -1.735, -1.903, 1.746, -0.806, 0.345, 0.462, 0.373, 0.340, 0.426, 0.425, 0.211, 0.467, 0.414, 0.372, 0.348, 0.535, 0.464, 0.455, 0.226, 0.361, 0.443, 0.240, 0.322, 0.275, 0.473, 0.378, 0.460, 0.312, -0.537, -0.040, -0.291, 0.521, -1.129, 0.530, -0.653, -0.409, -0.066, -0.574, -0.128, -0.581, -0.463, 0.359, 0.154, 0.337, 0.368, 0.224, 0.147, 0.365, 0.258, 0.286, 0.336],
  "multiplicity": 1,
  "e_homo_ha": -0.15241,
  "max_force_ha_per_bohr": 0.0594,
  "energy_ha": -1681.9251,
  "charge": -1,
  "gap_ev": 5.4,
  "lumo_energy_ev": 1.24
}